Entry 1:
2 unconnected molecules or ions with the total composition H4INSi, computed with ωB97M-V/def2-TZVPD.

The spin multiplicity is 3. The value obtained for the HOMO-LUMO gap (spin up / spin down) is 7.5 / 5.3 eV. As for the energy above the lowest of the compared OMol25 structures with the same formula, charge and spin: 67.5 kJ/mol. As for the HOMO energy (spin up / spin down): -0.25536 / -0.33791 hartree. The value obtained for the LUMO energy (spin up / spin down) is 0.5 / -3.8 eV.

Positions of all 7 atoms, in Å:
I: 1.421 2.544 0.886
Si: -0.626 -1.090 0.190
H: -1.366 -2.103 -0.407
H: 0.798 1.241 0.089
H: -0.040 -0.024 -1.631
H: -0.244 -0.756 1.512
N: 0.058 0.187 -0.639



Entry 2:
3 unconnected molecules or ions with the total composition H4IO2, computed with ωB97M-V/def2-TZVPD.

The value obtained for the HOMO-LUMO gap is 7.3 eV. As for the energy above the lowest of the compared OMol25 structures with the same formula, charge and spin: 43.2 kJ/mol. Its total charge is -1. As for the HOMO energy: -0.13373 hartree. The value obtained for the LUMO energy is 3.7 eV.

Positions of all 7 atoms, in Å:
O: 1.758 -1.181 0.715
H: -1.458 0.948 -0.788
H: -2.358 -0.253 -0.975
I: 0.956 2.220 0.055
H: 1.758 -1.738 1.466
O: -1.927 0.431 -1.428
H: 1.273 -0.426 0.956



Entry 3:
A molecular structure, H4InO6P, computed with ωB97M-V/def2-TZVPD.

The value obtained for the HOMO-LUMO gap is 4.5 eV. As for the energy above the lowest of the compared OMol25 structures with the same formula, charge and spin: 432.6 kJ/mol. As for the HOMO energy: -0.28702 hartree. The value obtained for the LUMO energy is -3.3 eV.

Positions of all 12 atoms, in Å:
H: 1.145 2.597 -2.236
O: 1.113 1.711 -1.875
In: -0.260 0.800 -0.717
H: 0.174 -1.938 -0.468
O: -1.757 -0.023 2.688
P: -0.972 -0.488 1.402
H: 2.001 1.372 -1.991
O: -1.821 -0.539 0.102
O: 0.126 0.508 1.120
H: 0.163 -1.016 0.732
O: -0.353 -1.922 1.426
O: 0.441 -1.064 -0.183



Entry 4:
2 unconnected molecules or ions with the total composition H4N2O2P, computed with ωB97M-V/def2-TZVPD.

The value obtained for the HOMO-LUMO gap is 8.1 eV. As for the energy above the lowest of the compared OMol25 structures with the same formula, charge and spin: 281.7 kJ/mol. Its total charge is -1. As for the HOMO energy: -0.14018 hartree. The value obtained for the LUMO energy is 4.3 eV.

Positions of all 9 atoms, in Å:
N: -1.581 -1.104 0.013
O: 1.354 -0.643 1.099
O: 1.417 -0.136 -1.547
H: -1.076 -1.812 -0.445
H: -1.508 -1.190 0.997
H: 0.016 1.775 -0.838
N: 0.562 1.621 0.071
P: 0.832 -0.017 -0.195
H: -0.015 1.507 0.845



Entry 5:
2 unconnected molecules or ions with the total composition H4N2O2S, computed with ωB97M-V/def2-TZVPD.

The value obtained for the HOMO-LUMO gap (spin up / spin down) is 8.4 / 8.3 eV. As for the energy above the lowest of the compared OMol25 structures with the same formula, charge and spin: 383.4 kJ/mol. As for the HOMO energy (spin up / spin down): -0.32537 / -0.30445 hartree. The value obtained for the LUMO energy (spin up / spin down) is -0.5 / 0.0 eV.

Positions of all 9 atoms, in Å:
O: 0.291 2.618 0.559
H: -1.394 -1.515 0.260
N: 1.323 -0.848 -0.272
H: 0.312 1.252 -0.899
H: -2.603 -0.760 -0.246
N: 0.644 1.480 0.041
O: -1.647 -0.747 -0.263
H: 1.489 -1.755 0.111
S: 1.584 0.274 0.709



Entry 6:
A single H4N2O2S molecule, computed with ωB97M-V/def2-TZVPD.

The value obtained for the HOMO-LUMO gap is 8.1 eV. As for the energy above the lowest of the compared OMol25 structures with the same formula, charge and spin: 401.4 kJ/mol. As for the HOMO energy: -0.28732 hartree. The value obtained for the LUMO energy is 0.3 eV.

Positions of all 9 atoms, in Å:
N: 0.928 -0.477 -0.498
S: -1.793 0.077 -0.659
H: 1.322 -1.385 -0.505
N: 0.041 -0.043 0.264
H: -1.259 -1.588 0.671
O: -2.055 1.231 0.405
H: 1.223 0.140 -1.357
H: -1.146 1.451 0.837
O: -2.150 -1.282 0.154



Entry 7:
2 unconnected molecules or ions with the total composition H4N2S2, computed with ωB97M-V/def2-TZVPD.

The value obtained for the HOMO-LUMO gap (spin up / spin down) is 7.7 / 7.7 eV. As for the energy above the lowest of the compared OMol25 structures with the same formula, charge and spin: 106.5 kJ/mol. As for the HOMO energy (spin up / spin down): -0.30439 / -0.30578 hartree. The value obtained for the LUMO energy (spin up / spin down) is -0.6 / -0.6 eV.

Positions of all 8 atoms, in Å:
N: -0.298 -0.861 -2.204
S: -1.206 -0.729 -0.842
H: 0.580 1.831 1.687
H: -0.583 0.994 2.605
H: 0.174 -1.741 -2.374
S: 0.814 -0.436 1.489
N: 0.329 0.983 2.178
H: 0.190 -0.041 -2.540



Entry 8:
2 unconnected molecules or ions with the total composition H4N3O2P, computed with ωB97M-V/def2-TZVPD.

The value obtained for the HOMO-LUMO gap (spin up / spin down) is 7.4 / 8.1 eV. As for the energy above the lowest of the compared OMol25 structures with the same formula, charge and spin: 129.7 kJ/mol. As for the HOMO energy (spin up / spin down): -0.27305 / -0.30885 hartree. The value obtained for the LUMO energy (spin up / spin down) is 0.0 / -0.3 eV.

Positions of all 10 atoms, in Å:
O: 0.120 -1.933 1.070
H: 0.707 -1.293 -1.767
H: 0.625 1.386 0.649
N: -2.284 0.110 -0.568
N: 0.968 -0.513 -1.051
H: 1.164 0.408 -1.453
H: 0.615 0.589 2.164
O: -2.299 1.289 -0.606
N: 0.388 0.640 1.194
P: -0.004 -0.682 0.367



Entry 9:
2 unconnected molecules or ions with the total composition H4N3O3P, computed with ωB97M-V/def2-TZVPD.

The value obtained for the HOMO-LUMO gap is 5.8 eV. As for the energy above the lowest of the compared OMol25 structures with the same formula, charge and spin: 228.0 kJ/mol. Its total charge is -2. As for the HOMO energy: 0.03699 hartree. The value obtained for the LUMO energy is 6.8 eV.

Positions of all 11 atoms, in Å:
O: 2.618 0.740 -2.388
H: -2.653 -0.271 0.773
N: -0.737 0.091 1.191
H: 0.871 0.858 -0.373
H: -0.116 1.379 2.492
P: 1.608 -0.149 -1.492
O: 2.246 -1.364 -0.753
O: 0.271 -0.404 -2.212
N: -1.000 1.040 2.023
N: -1.720 -0.644 0.714
H: -1.388 -1.277 0.027



Entry 10:
A single H4N3O3PS molecule, computed with ωB97M-V/def2-TZVPD.

The spin multiplicity is 3. The value obtained for the HOMO-LUMO gap (spin up / spin down) is 5.9 / 7.4 eV. As for the HOMO energy (spin up / spin down): -0.20546 / -0.39499 hartree. The value obtained for the LUMO energy (spin up / spin down) is 0.4 / -3.4 eV.

Positions of all 12 atoms, in Å:
H: 1.033 1.536 -0.249
S: -3.275 0.029 -0.088
H: 1.033 -1.496 -0.108
P: -0.772 0.027 0.040
H: -0.360 -2.149 0.658
H: 0.065 1.687 1.182
N: 0.151 -1.330 0.325
N: -2.135 0.043 -1.211
O: -4.061 1.177 0.086
O: -1.824 0.085 1.193
O: -3.955 -1.235 0.143
N: 0.243 1.305 0.294



Entry 11:
A molecular structure, H4N3O4S, computed with ωB97M-V/def2-TZVPD.

The spin multiplicity is 3. The value obtained for the HOMO-LUMO gap (spin up / spin down) is 5.9 / 7.5 eV. Its total charge is -1. As for the HOMO energy (spin up / spin down): -0.06313 / -0.19656 hartree. The value obtained for the LUMO energy (spin up / spin down) is 4.2 / 2.1 eV.

Positions of all 12 atoms, in Å:
H: -0.005 2.124 -0.383
O: 3.408 -0.829 0.193
N: -0.683 -0.941 -0.291
O: 1.259 -0.397 1.326
N: -0.198 1.226 -0.006
N: -0.236 0.284 -0.833
H: 0.111 -1.596 -0.448
H: 0.165 0.834 0.896
H: -0.510 -0.813 0.801
S: 1.959 -0.933 0.099
O: 1.512 -2.290 -0.205
O: 1.486 0.051 -1.099



Entry 12:
2 unconnected molecules or ions with the total composition H4N5, computed with ωB97M-V/def2-TZVPD.

The value obtained for the HOMO-LUMO gap (spin up / spin down) is 7.5 / 7.5 eV. As for the energy above the lowest of the compared OMol25 structures with the same formula, charge and spin: 322.7 kJ/mol. Its total charge is +1. As for the HOMO energy (spin up / spin down): -0.51754 / -0.51756 hartree. The value obtained for the LUMO energy (spin up / spin down) is -6.6 / -6.6 eV.

Positions of all 9 atoms, in Å:
N: 0.974 0.257 -0.962
H: -1.853 1.268 0.577
N: -1.083 0.764 1.044
N: 2.748 -0.514 -2.173
N: 1.913 -0.123 -1.456
H: -0.584 1.263 1.791
N: -0.674 -0.352 0.758
H: 3.742 -0.549 -2.022
H: -1.170 -0.848 0.007



Entry 13:
A gas-phase ion, H4NO2P2 (charge -1), computed with ωB97M-V/def2-TZVPD.

Its SMILES is N[P@](=O)([O-])P. The value obtained for the HOMO-LUMO gap is 8.3 eV. As for the energy above the lowest of the compared OMol25 structures with the same formula, charge and spin: 73.7 kJ/mol. Its total charge is -1. As for the HOMO energy: -0.14220 hartree. The value obtained for the LUMO energy is 4.5 eV.

Positions of all 9 atoms, in Å:
N: 0.236 -1.249 0.780
H: -0.469 1.647 -1.648
O: 2.121 0.130 -0.198
H: 0.260 -2.010 0.141
P: 0.744 0.283 0.271
O: 0.223 1.306 1.198
H: -0.357 -1.417 1.548
P: -0.845 0.483 -1.430
H: -1.914 0.827 -0.661



Entry 14:
A molecular structure, H4NO2PS, computed with ωB97M-V/def2-TZVPD.

The value obtained for the HOMO-LUMO gap is 7.4 eV. As for the energy above the lowest of the compared OMol25 structures with the same formula, charge and spin: 234.9 kJ/mol. As for the HOMO energy: -0.31078 hartree. The value obtained for the LUMO energy is -1.0 eV.

Positions of all 9 atoms, in Å:
N: 1.170 -0.139 -0.967
P: -0.154 0.028 0.044
S: -2.835 -0.247 -0.343
H: 1.184 0.555 -1.703
H: -0.438 -1.552 1.478
H: 1.239 -1.073 -1.352
H: -0.605 1.885 1.001
O: 0.172 1.489 0.598
O: 0.268 -0.948 1.242



Entry 15:
A gas-phase ion, H4NO2SSi (charge -1), computed with ωB97M-V/def2-TZVPD.

The value obtained for the HOMO-LUMO gap is 8.3 eV. As for the energy above the lowest of the compared OMol25 structures with the same formula, charge and spin: 90.3 kJ/mol. Its total charge is -1. As for the HOMO energy: -0.15967 hartree. The value obtained for the LUMO energy is 3.9 eV.

Positions of all 9 atoms, in Å:
H: 1.448 -0.293 1.323
H: 2.360 1.803 0.440
S: -1.806 0.163 0.004
O: -0.141 0.915 -0.331
O: -2.294 0.138 -1.439
N: -1.579 -1.141 0.721
Si: 1.389 0.561 0.010
H: -1.391 -2.049 0.335
H: 2.015 -0.095 -1.064



Entry 16:
2 unconnected molecules or ions with the total composition H4NOPS, computed with ωB97M-V/def2-TZVPD.

The value obtained for the HOMO-LUMO gap (spin up / spin down) is 8.4 / 8.4 eV. As for the energy above the lowest of the compared OMol25 structures with the same formula, charge and spin: 244.6 kJ/mol. As for the HOMO energy (spin up / spin down): -0.30917 / -0.30906 hartree. The value obtained for the LUMO energy (spin up / spin down) is 0.0 / 0.0 eV.

Positions of all 8 atoms, in Å:
H: -1.771 1.639 -1.371
P: -1.198 0.734 0.621
S: -2.174 -0.907 -0.233
H: -2.101 -1.511 0.936
N: 1.065 0.271 -0.203
O: -1.283 1.798 -0.563
H: 0.751 -0.436 -0.749
H: 1.244 -0.167 0.701



Entry 17:
A single H4NOPS2 molecule, computed with ωB97M-V/def2-TZVPD.

Its SMILES is NP(O)SS. The value obtained for the HOMO-LUMO gap is 8.5 eV. As for the energy above the lowest of the compared OMol25 structures with the same formula, charge and spin: 150.0 kJ/mol. As for the HOMO energy: -0.29894 hartree. The value obtained for the LUMO energy is 0.4 eV.

Positions of all 9 atoms, in Å:
H: 1.677 1.390 0.105
H: -3.474 0.626 -0.135
O: 0.519 -1.767 -0.672
S: -1.291 0.044 0.878
P: 0.299 -0.137 -0.820
S: -2.856 1.412 0.764
H: 2.473 -0.097 -0.195
N: 1.599 0.419 0.007
H: 1.053 -1.889 0.068



Entry 18:
A single H4NP3 molecule, computed with ωB97M-V/def2-TZVPD.

The value obtained for the HOMO-LUMO gap (spin up / spin down) is 5.9 / 5.9 eV. As for the energy above the lowest of the compared OMol25 structures with the same formula, charge and spin: 395.0 kJ/mol. As for the HOMO energy (spin up / spin down): -0.30994 / -0.31133 hartree. The value obtained for the LUMO energy (spin up / spin down) is -2.6 / -2.6 eV.

Positions of all 8 atoms, in Å:
P: -1.536 -0.980 -0.762
H: 2.286 0.622 1.283
H: -2.000 0.287 -0.840
H: -2.457 -1.605 -0.011
P: 1.295 0.556 0.135
N: 1.640 -0.130 -1.192
H: 1.077 1.948 0.443
P: -0.305 -0.699 0.944



Entry 19:
A single H4NP3 molecule, computed with ωB97M-V/def2-TZVPD.

Its SMILES is [H]/N=P/[PH2]=P. The value obtained for the HOMO-LUMO gap is 6.2 eV. As for the energy above the lowest of the compared OMol25 structures with the same formula, charge and spin: 192.3 kJ/mol. As for the HOMO energy: -0.27086 hartree. The value obtained for the LUMO energy is -1.2 eV.

Positions of all 8 atoms, in Å:
H: 1.603 1.898 0.233
P: 1.337 1.335 -1.153
P: -2.355 0.461 0.759
P: -0.316 0.422 -0.233
H: -0.765 -0.945 -0.519
H: 0.381 0.176 0.941
N: -2.942 -0.290 -0.504
H: -3.863 -0.737 -0.222



Entry 20:
A single H4NPS molecule, computed with ωB97M-V/def2-TZVPD.

The spin multiplicity is 3. The value obtained for the HOMO-LUMO gap (spin up / spin down) is 5.4 / 6.5 eV. As for the energy above the lowest of the compared OMol25 structures with the same formula, charge and spin: 244.3 kJ/mol. As for the HOMO energy (spin up / spin down): -0.16650 / -0.35198 hartree. The value obtained for the LUMO energy (spin up / spin down) is 0.8 / -3.1 eV.

Positions of all 7 atoms, in Å:
S: 0.340 -0.701 1.733
H: -0.300 1.596 -0.582
H: -1.600 -0.060 0.106
H: 0.875 0.793 -1.455
N: -0.046 0.773 -1.036
H: 1.188 -1.722 1.527
P: -0.457 -0.680 -0.292



One value per record, in order, for DFT total energy: -17527.9745 -12263.2237 -26805.7829 -16430.5961 -17971.1719 -17970.9856 -24713.6675 -17916.8356 -19964.3800 -30797.4449 -23555.0987 -7503.9376 -24230.4310 -25774.0468 -24363.4174 -23725.0407 -34562.2355 -29415.5605 -29417.6612 -21674.3691 eV.
One value per record, in order, for strongest force on any atom: 3.68 2.39 16.16 3.53 2.38 4.42 0.50 3.28 3.34 4.65 7.10 3.06 5.70 3.59 3.20 5.54 3.16 4.00 2.50 3.22 eV/Å.